(1)
Computed, not measured: 13 unconnected molecules or ions with the total composition C28H61B8F32N8O2, with wB97M-V/def2-TZVPD.

Geometry as ORCA input:
```
! wB97M-V def2-TZVPD RIJCOSX def2/J DEFGRID3
* xyz -3 1
F 27.79980 -0.04250 -4.40526
F 4.95991 -2.09078 -10.70100
F 9.23648 -12.78718 -11.34017
F 9.29587 -14.97620 -10.74302
F 13.46838 0.10668 -5.56439
F 19.24711 1.95066 -15.93634
F 11.51587 0.34808 -6.60641
F 21.46390 -7.78031 -5.59227
F 23.81371 -3.50801 -15.93587
F 11.69036 0.86509 -4.47476
F 7.54524 -13.75033 -10.04549
F 17.83444 2.72575 -17.43129
F 26.26662 -0.16379 -6.03345
F 12.74128 2.15678 -6.11185
F 7.06689 -2.22313 -10.10716
F 25.64917 0.61051 -3.95635
F 5.48851 -2.54903 -8.46759
F 20.72058 -6.10667 -4.46121
F 7.38079 -6.16265 -3.86240
F 26.89587 1.82336 -5.16695
F 9.42085 -5.81099 -2.96636
F 19.29046 -7.59908 -5.06674
F 20.80808 -8.19381 -3.43969
F 6.04918 -0.53322 -9.24788
F 7.80682 -4.14535 -2.95008
F 23.20858 -5.56493 -16.79282
F 25.24695 -4.55377 -17.44421
F 23.25654 -3.70412 -18.05034
F 17.23350 2.42385 -15.25473
F 18.62463 4.05943 -15.68089
F 8.80943 -4.64518 -4.78539
F 7.74729 -14.25671 -12.27179
O 15.16176 -5.22890 -18.21822
O 2.68899 -9.91499 -10.83724
N 11.97934 -13.47498 -3.36000
N 13.52611 -12.10495 -2.41743
N 16.12857 -3.99003 -10.07845
N 3.70536 -8.44004 -13.35903
N 20.78440 2.99479 -6.91912
N 21.82750 3.79398 -8.72261
N 16.41658 -3.96731 -20.65927
N 18.33142 -3.55676 -9.92833
C 20.52534 2.60656 -5.53701
C 17.12446 -4.68278 -19.47009
C 14.77173 -4.40736 -9.77479
C 15.96860 -4.98641 -21.73555
C 12.05914 -12.34672 -4.16404
C 19.99090 2.76475 -8.05615
C 14.59144 -11.70811 -1.43092
C 12.82913 -13.30969 -2.28522
C 14.49481 -5.80940 -10.18001
C 3.51263 -7.49356 -14.61214
C 13.06754 -11.45239 -3.58696
C 22.89759 4.33669 -9.55022
C 17.23151 -4.09340 -9.26828
C 20.68677 3.20159 -9.17672
C 3.41928 -9.93425 -13.82278
C 2.91362 -8.54277 -10.86454
C 17.44007 -3.00816 -21.26992
C 23.88587 3.21753 -10.04441
C 14.03128 -11.16525 -0.11773
C 2.69740 -7.98877 -12.26074
C 19.72560 -3.45190 -9.43127
C 16.29666 -5.81737 -18.77119
C 21.94566 3.63208 -7.33619
C 10.97021 -14.50942 -3.58837
C 5.14223 -8.30994 -12.86105
C 17.94858 -3.17389 -11.19723
C 15.30013 -2.96623 -20.22509
C 16.60429 -3.50680 -11.29951
B 26.62528 0.56435 -4.88913
B 12.35407 0.89867 -5.67412
B 5.83109 -1.85422 -9.63935
B 8.35156 -5.23829 -3.62277
B 8.41385 -13.92561 -11.09010
B 23.92439 -4.31709 -17.03620
B 18.18781 2.85170 -16.13888
B 20.59679 -7.41580 -4.61104
H 23.46439 5.09587 -9.01126
H 18.34001 -3.56688 -21.52690
H 24.48291 3.66367 -10.83977
H 18.66278 -2.81192 -11.92201
H 19.45465 2.68275 -5.34748
H 10.14687 -14.22106 -4.24187
H 4.03710 -10.08078 -14.70874
H 11.32934 -15.44990 -4.00624
H 2.39387 -9.92022 -14.19215
H 2.19764 -8.10492 -10.16900
H 15.03815 -6.55330 -9.59735
H 3.69337 -6.47084 -14.28127
H 3.23355 -10.34278 -10.17237
H 15.15367 -2.21484 -21.00102
H 5.81536 -8.70162 -13.62367
H 15.20653 -10.96890 -1.94408
H 5.45405 -7.27769 -12.70189
H 21.11519 3.28313 -4.91861
H 3.68600 -10.62382 -13.02187
H 15.89463 -3.50786 -12.11363
H 15.23267 -12.58400 -1.33222
H 17.08527 -4.32646 -8.22392
H 19.98498 -4.31425 -8.81712
H 16.84605 -5.42810 -22.20787
H 4.24906 -7.83814 -15.33810
H 22.70093 4.03060 -6.67501
H 17.28283 -3.87204 -18.75896
H 5.34280 -8.99738 -12.03929
H 13.47956 -10.22880 -0.19996
H 2.52048 -7.68710 -15.01992
H 14.43337 -5.38963 -18.82254
H 16.18933 -6.71750 -19.37644
H 11.46758 -12.25975 -5.06342
H 20.34655 3.41628 -10.17900
H 19.72626 -2.60582 -8.74407
H 23.40816 2.37841 -10.55015
H 20.82094 1.56855 -5.38456
H 22.35668 4.83462 -10.35494
H 13.46469 -10.49870 -3.90185
H 14.05861 -3.83953 -10.37240
H 17.59082 -2.11354 -20.66575
H 18.03761 -5.14682 -19.84283
H 14.71925 -6.05111 -11.21890
H 14.94024 -10.88085 0.41237
H 14.35367 -3.42348 -19.93658
H 16.92900 -6.16914 -17.95601
H 10.47545 -14.72004 -2.64023
H 15.46541 -4.32213 -22.43814
H 20.47462 -3.23729 -10.19351
H 13.47318 -6.17105 -10.06347
H 1.64739 -8.13543 -12.51386
H 19.00348 2.42550 -7.77991
H 13.02825 -14.00819 -1.48595
H 2.76581 -6.90166 -12.22045
H 15.33948 -5.75112 -21.28001
H 16.95664 -2.75571 -22.21367
H 13.42286 -11.90710 0.39957
H 3.84874 -8.17750 -10.44002
H 24.48386 2.77008 -9.25049
H 14.59215 -4.17386 -8.72535
H 15.72478 -2.44093 -19.36963
*
```

LUMO level = 0.0533 hartree

These are the Löwdin partial charges, in e, on atoms 1 to 99: 0.07, 0.07, 0.04, 0.05, 0.10, 0.06, 0.12, 0.12, 0.12, 0.12, 0.11, 0.15, 0.08, 0.09, 0.10, 0.14, 0.08, 0.17, 0.12, 0.16, 0.09, 0.07, 0.06, 0.08, 0.08, 0.00, 0.08, 0.11, 0.11, 0.12, 0.10, 0.08, -0.03, -0.04, -0.10, -0.05, -0.05, -0.29, -0.10, -0.08, -0.32, -0.08, 0.02, -0.06, -0.17, 0.04, 0.03, 0.03, -0.16, 0.01, -0.08, 0.04, 0.07, -0.15, 0.06, 0.00, 0.05, -0.26, 0.01, -0.04, -0.06, -0.09, 0.03, -0.23, 0.07, 0.00, 0.01, 0.00, 0.03, 0.00, -1.44, -1.42, -1.33, -1.39, -1.29, -1.30, -1.43, -1.42, 0.12, 0.11, 0.08, 0.14, 0.11, 0.11, 0.09, 0.10, 0.10, 0.13, 0.08, 0.11, 0.11, 0.10, 0.10, 0.13, 0.12, 0.10, 0.10, 0.13, 0.12



(2)
Computed, not measured: a molecular structure, C28H61Br2F3O15S2, with wB97M-V/def2-TZVPD.

Geometry as ORCA input:
```
! wB97M-V def2-TZVPD RIJCOSX def2/J DEFGRID3
* xyz 0 1
Br -0.79191 0.88834 0.71684
Br -2.54938 -0.88318 -1.58114
S -1.99573 -0.77042 4.75160
S -4.71569 -0.54825 3.98775
F -2.81513 -1.97164 1.04258
F 0.48343 -1.11842 -0.79385
F -1.35792 -3.22369 -0.55728
O -9.31110 0.32413 3.55228
O -0.65197 -0.65210 3.70920
O 6.63386 -5.37946 1.52720
O -3.33598 -1.55047 3.98228
O 4.29049 -4.06583 3.05785
O -9.43898 -0.57241 0.61616
O 3.08594 -0.22760 -3.60817
O -1.49365 -1.64149 5.96886
O 2.14816 5.14527 -3.15952
O 6.54617 -2.19897 2.12635
O 5.88509 -0.17321 -2.29603
O -0.36302 4.16671 -1.64417
O 0.28040 7.31459 -2.04307
O 5.75720 -1.06976 -5.23215
O -12.11025 0.26974 2.24014
C 5.47713 -3.66035 3.75183
C -13.31033 -0.27188 2.76618
C -10.03434 1.36376 2.87822
C 0.46385 -1.76963 1.63372
C -11.55050 1.28232 3.07835
C 5.16185 0.86641 -2.97009
C 0.97539 3.67831 -1.53771
C -0.40942 -1.08942 0.42511
C 1.97808 4.81140 -1.77466
C 6.47348 -1.69332 -4.16514
C -1.28148 3.15999 -2.03557
C 6.61438 -0.60589 -6.26317
C 4.44105 -4.33632 1.65699
C 0.70259 8.45592 -1.31367
C -8.72271 -1.19597 1.68317
C 5.92697 -2.23656 3.41304
C -1.76619 -1.90797 -0.00041
C 5.74022 -1.49289 -2.83604
C -0.32617 -1.93190 3.06135
C -8.58180 -0.10854 -0.41486
C 6.35528 -0.95669 1.46817
C 7.34710 -6.55687 1.86669
C 1.04025 5.80057 -3.78979
C 1.88586 -0.76923 -3.08213
C -9.45596 -0.99554 3.01227
C 3.64569 0.78497 -2.76995
C 0.85858 7.25523 -3.34790
C 5.23400 -5.61305 1.36271
H 2.05019 -1.16558 -2.07461
H 0.43317 -2.48676 3.79691
H 8.38586 -6.28172 2.06618
H 5.43392 0.91271 -4.02915
H 0.17430 7.76740 -4.03308
H -14.09715 0.48671 2.77943
H 5.05609 -1.56616 3.44807
H 4.85007 -3.46874 1.12995
H -13.14599 -0.66823 3.77370
H 0.74325 -2.86991 1.28020
H -11.76316 1.06987 4.13150
H -8.65826 -2.26518 1.45368
H 2.96200 4.46472 -1.43845
H -4.31991 0.68209 3.41579
H 7.48912 -1.28032 -4.08157
H 4.89597 -6.40907 2.03469
H 6.87388 -0.15680 2.00533
H 3.42204 -4.47956 1.27960
H 6.19730 -2.16165 -2.09787
H 6.53792 -2.76253 -4.39463
H -12.01262 2.23472 2.79638
H 1.83444 7.76162 -3.36703
H -9.68562 2.29864 3.33176
H -7.70706 -0.78297 1.76674
H 5.07176 -5.91801 0.32308
H 0.12237 5.22122 -3.67583
H -9.18712 0.43802 -1.14292
H -8.09595 -0.95173 -0.91513
H 3.43302 0.57252 -1.71681
H 1.74070 5.69996 -1.18145
H -2.25791 3.62762 -2.18536
H 1.09903 -0.01063 -3.06887
H 5.51057 1.80129 -2.51654
H -9.76226 1.41005 1.81916
H 6.76977 -1.03664 0.45969
H 1.49718 -1.19239 1.71995
H -8.99888 -1.66430 3.75044
H 7.32136 -7.27011 1.03882
H 1.10005 3.27969 -0.52494
H 3.18357 1.73737 -3.05193
H 4.68906 -1.77895 -2.90209
H 7.10024 -1.44908 -6.76344
H -10.50712 -1.28160 2.94622
H 7.36530 0.08174 -5.86069
H 1.27385 5.80310 -4.86054
H -0.97321 2.70279 -2.98169
H 6.93394 -7.01060 2.77367
H 1.79477 8.48715 -1.24386
H 1.57235 -1.59481 -3.72608
H 6.28095 -4.38602 3.61616
H 1.15300 2.88242 -2.26879
H 0.29955 8.38246 -0.30008
H 5.21502 -3.68393 4.81570
H 6.00907 -0.05932 -6.99123
H -7.83089 0.57909 -0.01238
H 0.32529 9.36954 -1.78297
H 5.28856 -0.72640 1.38009
H -1.36805 2.39902 -1.25572
H -1.22760 -2.66570 2.92610
H -13.62384 -1.09746 2.12223
H 6.66985 -1.89938 4.14412
*
```

LUMO level = -0.0150 hartree

These are the Löwdin partial charges, in e, on atoms 1 to 99: 0.77, 0.71, 0.97, 0.73, -0.05, -0.15, -0.05, -0.14, -0.41, -0.21, -0.85, -0.14, -0.21, -0.20, -0.44, -0.14, -0.21, -0.14, -0.21, -0.21, -0.21, -0.21, -0.17, -0.11, -0.17, -0.12, -0.19, -0.16, -0.19, -0.62, -0.17, -0.19, -0.12, -0.11, -0.17, -0.11, -0.19, -0.19, -0.60, -0.17, -0.23, -0.11, -0.10, -0.11, -0.17, -0.11, -0.17, -0.18, -0.19, -0.19, 0.07, 0.15, 0.09, 0.12, 0.12, 0.09, 0.12, 0.12, 0.09, 0.15, 0.12, 0.13, 0.12, -0.10, 0.13, 0.13, 0.09, 0.12, 0.12, 0.12, 0.12, 0.13, 0.13, 0.12, 0.12, 0.12, 0.09, 0.09, 0.13, 0.12, 0.09, 0.08, 0.13, 0.12, 0.08, 0.15, 0.13, 0.09, 0.11, 0.12, 0.12, 0.09, 0.12, 0.09, 0.13, 0.09, 0.09, 0.09, 0.10



Among the records above, which one has the lowest LUMO level?
C28H61Br2F3O15S2